The following is a DFT calculation (wB97M-V/def2-TZVPD) of a 2-piece molecular cluster, C5H9O3 overall.

Geometry (Å):
O: -0.946 1.292 0.215
C: 0.205 1.618 0.542
O: 1.155 0.824 0.846
C: 0.553 3.109 0.640
H: 1.520 3.259 0.153
H: -0.274 3.690 0.246
H: 0.815 3.347 1.677
C: -0.973 -3.066 -0.202
C: -0.336 -1.856 -0.069
O: 0.044 -1.437 1.092
C: -0.084 -0.929 -1.216
H: -1.177 -3.374 -1.219
H: -1.078 -3.776 0.602
H: 0.567 -0.536 1.095
H: -0.290 -1.481 -2.130
H: -0.673 -0.023 -1.053
H: 0.973 -0.659 -1.221

Properties
**Relative energy (zero: lowest compared OMol25 entry of this formula, charge and spin)**: 15.8 kcal/mol
**⟨S²⟩**: 0.760
**Frontier orbital gap (alpha / beta)**: 0.348 / 0.198 Eh
**Total charge**: 0
**Multiplicity**: 2

Results of the Löwdin charge analysis, in e, for atoms 1 through 2: atom 1 (O): -0.034, atom 2 (C): -0.692

The following is a DFT calculation (wB97M-V/def2-TZVPD) of a 2-piece molecular cluster, C9H14O overall.

Geometry (Å):
C: -2.452 -1.309 0.221
C: -0.973 -1.140 0.194
C: -0.367 -1.195 1.429
C: 1.025 -1.215 1.590
C: 1.714 -1.232 0.380
O: 3.089 -0.905 0.512
C: 1.140 -1.276 -0.882
C: -0.236 -1.112 -1.001
H: -3.057 -0.694 0.901
H: -2.716 -2.341 0.435
H: -2.988 -1.110 -0.714
H: -0.950 -1.260 2.347
H: 1.617 -1.261 2.493
H: 3.544 -1.694 0.239
H: 1.827 -1.285 -1.720
H: -0.657 -0.890 -1.969
C: 0.315 2.620 -1.252
C: -0.272 2.390 0.164
H: 0.501 3.660 -1.501
H: 1.156 1.933 -1.373
H: -0.273 2.133 -2.039
H: -0.205 1.378 0.569
H: -1.227 2.919 0.166
H: 0.445 2.888 0.812

Properties
**Relative energy (zero: lowest compared OMol25 entry of this formula, charge and spin)**: 26.3 kcal/mol
**SMILES**: Cc1ccc(O)cc1.CC
**Frontier orbital gap**: 0.355 Eh
**Total charge**: 0

Results of the Löwdin charge analysis, in e, for atoms 1 through 2: atom 1 (C): -0.071, atom 2 (C): -0.309

The following is a DFT calculation (wB97M-V/def2-TZVPD) of C27H27Cl2N2OTc as an isolated structure.

Geometry (Å):
Tc: -0.288 0.373 0.246
Cl: -1.040 -6.500 -2.239
C: -0.860 -4.802 -1.946
C: -0.602 -3.937 -3.027
C: -0.446 -2.593 -2.825
C: -0.536 -2.039 -1.532
O: -0.317 -0.758 -1.390
C: -0.831 -2.907 -0.457
C: -1.040 -2.451 0.867
N: -1.038 -1.214 1.279
C: -1.448 -0.915 2.619
C: -2.156 -1.760 3.428
C: -2.508 -1.372 4.738
C: -2.176 -0.137 5.209
C: -1.495 0.780 4.372
C: -1.171 2.095 4.777
C: -0.566 2.938 3.897
C: -0.287 2.479 2.600
N: -0.536 1.256 2.187
C: -1.141 0.389 3.072
C: -0.975 -4.300 -0.689
H: -0.527 -4.350 -4.024
H: -0.247 -1.924 -3.652
H: -1.232 -3.221 1.609
H: -2.474 -2.730 3.071
H: -3.057 -2.064 5.361
H: -2.449 0.169 6.211
H: -1.426 2.421 5.778
H: -0.315 3.955 4.159
H: 0.147 3.153 1.878
H: -1.192 -4.962 0.141
C: 2.302 0.150 -1.502
C: 1.825 0.483 -2.743
C: 1.018 1.637 -2.594
C: 1.065 2.093 -1.222
C: 1.840 1.172 -0.523
C: 2.592 1.418 0.757
C: 0.869 3.539 -0.859
C: 0.232 2.264 -3.687
C: 2.015 -0.262 -4.029
C: 3.101 -1.043 -1.112
H: 3.617 1.727 0.524
H: 2.672 0.523 1.380
H: 2.144 2.208 1.354
H: 1.771 4.098 -1.128
H: 0.697 3.700 0.200
H: 0.030 3.984 -1.386
H: -0.225 3.205 -3.391
H: -0.570 1.587 -4.002
H: 0.856 2.438 -4.566
H: 2.824 0.171 -4.621
H: 1.115 -0.227 -4.645
H: 2.259 -1.310 -3.861
H: 4.117 -0.757 -0.821
H: 3.180 -1.763 -1.924
H: 2.661 -1.551 -0.248
Cl: -2.243 2.872 -0.137
C: -2.184 1.088 -0.212
H: -2.438 0.778 -1.222
H: -2.913 0.705 0.501

Properties
**Relative energy (zero: lowest compared OMol25 entry of this formula, charge and spin)**: 60.2 kcal/mol
**⟨S²⟩**: 0.792
**Frontier orbital gap (alpha / beta)**: 0.217 / 0.218 Eh
**Total charge**: +1
**Multiplicity**: 2

Results of the Löwdin charge analysis, in e, for atoms 1 through 2: atom 1 (Tc): 1.380, atom 2 (Cl): 0.697

The following is a DFT calculation (wB97M-V/def2-TZVPD) of a 2-piece molecular cluster, C4H12S overall.

Geometry (Å):
C: 1.168 1.519 0.748
C: 1.262 1.231 -0.723
S: 0.930 2.637 -1.835
H: 1.287 2.573 0.999
H: 1.981 1.130 1.330
H: 0.236 1.267 1.245
H: 2.236 0.898 -1.053
H: 0.558 0.462 -1.037
H: -0.325 2.973 -1.556
C: -1.466 -1.647 0.925
C: -0.875 -2.067 -0.442
H: -0.822 -0.997 1.520
H: -2.393 -1.099 0.781
H: -1.475 -2.578 1.496
H: 0.206 -2.144 -0.364
H: -1.116 -1.252 -1.136
H: -1.391 -2.907 -0.900

Properties
**Relative energy (zero: lowest compared OMol25 entry of this formula, charge and spin)**: 11.0 kcal/mol
**SMILES**: CCS.CC
**Frontier orbital gap**: 0.366 Eh
**Total charge**: 0

Results of the Löwdin charge analysis, in e, for atoms 1 through 2: atom 1 (C): -0.178, atom 2 (C): -0.608

Total energy across the listed records, respectively: -421.5587 -426.5308 -2230.7582 -557.7529 a.u..